Model a:
14
Properties=species:S:1:pos:R:3:mulliken_charge:R:1 method="wB97M-V/def2-TZVPD" homo_energy_ev=-8.262 gap_ev=8.97 smiles="NC(=O)N/C(N)=N/O"
N 0.27437 0.95155 -2.42685 -0.4837
C 0.20114 1.04174 -1.05518 0.4693
O 0.49766 2.08884 -0.49956 -0.5229
N -0.65485 0.01031 -0.54048 -0.2432
C -0.20396 -0.61387 0.57653 0.5190
N -0.98445 -1.54644 1.17781 -0.4971
N 0.90185 -0.12408 1.07254 -0.3995
O 0.98277 -0.36291 2.45792 -0.4872
H 0.49174 0.03729 -2.79753 0.2453
H 0.81950 1.70816 -2.82313 0.2561
H -1.24854 -0.51161 -1.16148 0.2641
H -1.97939 -1.37298 1.14103 0.2124
H -0.66131 -1.67551 2.13415 0.3220
H 1.56345 0.36949 2.74425 0.3455

***

Model b:
14
Properties=species:S:1:pos:R:3:mulliken_charge:R:1 method="wB97M-V/def2-TZVPD" homo_energy_ev=-9.263 gap_ev=9.80
H -0.81303 -1.02438 1.67204 0.3347
N -0.47755 -1.62252 0.98696 -0.7972
C -0.30194 -1.02069 -0.11223 0.4559
N -0.12459 -1.45487 -1.37029 -0.3802
C -0.08861 0.45639 -0.09916 0.3358
N -0.53604 1.21222 0.84138 -0.4843
O -1.67764 0.73795 1.57292 -0.4224
N 0.73203 1.01080 -0.99557 -0.3578
O 2.04978 0.54356 -0.67672 -0.4056
H -0.09104 -2.43546 -1.70526 0.2591
H 0.44208 -0.81249 -1.84858 0.2684
H -1.90871 1.54484 2.18717 0.3848
H 0.60995 2.05828 -0.77892 0.4218
H 2.18531 0.80636 0.32626 0.3871

***

model a comes first in stability; the runner-up is 0.1203 hartree higher.

***

Model a:
9
Properties=species:S:1:pos:R:3:mulliken_charge:R:1 method="wB97M-V/def2-TZVPD" homo_energy_ev=-9.200 gap_ev=9.73 smiles="CN=C=S.I"
C 0.44208 0.99402 -0.33785 -0.8212
N -0.73581 0.32772 -0.02194 -0.2250
C -1.70315 0.26149 0.70937 0.4167
S -3.00521 -0.04328 1.52821 -0.3648
H 0.75750 0.63645 -1.27847 0.2862
H 0.24396 2.12369 -0.32697 0.3106
H 1.24035 0.77018 0.24616 0.3925
I 1.70539 -2.56030 -0.92735 -0.0811
H 1.05488 -2.50996 0.40885 0.0861

***

Model b:
9
Properties=species:S:1:pos:R:3:mulliken_charge:R:1 method="wB97M-V/def2-TZVPD" homo_energy_ev=-8.101 gap_ev=7.07
C 0.27513 0.00528 -0.26217 0.3643
C -0.87149 0.14143 0.42972 -0.8917
N 1.57656 0.19589 0.17383 -0.5143
S 0.69617 0.39659 3.57299 -0.4491
I 2.35961 -0.17511 2.12550 0.5522
H 0.45585 -0.16811 -1.34405 0.1795
H -1.67726 0.13660 -0.14579 0.2837
H -1.04251 0.40658 1.42303 0.1643
H 2.17603 -0.14357 -0.54493 0.3111

***

model a comes first in stability; the runner-up is 0.0981 hartree higher.

***

Model a:
85
Properties=species:S:1:pos:R:3:mulliken_spin:R:1 method="wB97M-V/def2-TZVPD" homo_energy_ev="-7.776 / -7.774" spin_multiplicity=2 gap_ev="6.95 / 7.58"
Mn -0.08950 0.13749 1.72020 1.4282
C -3.40602 -2.39422 2.43220 0.0033
O -4.27385 -1.26603 2.43068 0.0002
C -3.90158 -0.11319 3.07283 -0.0048
C -4.94038 0.67177 3.53885 -0.0003
C -4.70557 1.87557 4.19704 0.0001
C -3.41628 2.31604 4.37666 0.0010
C -2.34488 1.57376 3.86977 0.0015
C -1.00487 2.07338 3.95176 0.0056
N -0.00367 1.58312 3.30762 -0.0274
N 1.19680 2.17994 3.48227 -0.0195
C 2.04471 1.76141 2.58819 0.0091
O 1.71848 0.88581 1.70797 0.0099
C 3.43532 2.25413 2.60931 0.0057
C 4.45330 1.38706 2.21932 0.0026
C 5.76980 1.81676 2.21719 -0.0006
C 6.07328 3.11534 2.60234 0.0010
C 5.05861 3.98096 2.98687 -0.0007
C 3.73996 3.55512 2.99368 0.0010
C -2.56528 0.33833 3.21570 0.0083
O -1.54138 -0.33565 2.75380 0.0081
H -3.99996 -3.21072 2.02329 0.0001
H -3.09410 -2.64861 3.44889 -0.0003
H -2.52650 -2.23437 1.81522 -0.0019
H -5.95031 0.32090 3.37278 -0.0001
H -5.54185 2.45530 4.56231 0.0001
H -3.21948 3.25555 4.87791 0.0001
H -0.81422 2.95719 4.55531 -0.0010
H 4.19286 0.37543 1.93415 0.0003
H 6.56032 1.14165 1.91508 -0.0001
H 7.10232 3.45047 2.60917 0.0001
H 5.29938 4.99444 3.27969 -0.0001
H 2.93461 4.21926 3.27500 0.0002
O -0.48700 2.84106 0.85391 0.0013
C -0.76094 1.70004 0.75577 -0.0987
O 0.55890 2.56356 -1.97328 0.0009
C 1.35957 1.77827 -1.53562 0.0079
C 2.87725 1.88122 -1.68241 -0.0004
C 3.38221 0.56447 -1.10931 0.0016
C 2.11383 -0.01443 -0.54089 0.0359
O 2.17515 -1.07549 0.21911 -0.0093
N 1.02916 0.62912 -0.81114 -0.0050
H 3.20865 2.73475 -1.08939 0.0004
H 3.14074 2.06127 -2.72235 -0.0002
H 4.11064 0.69805 -0.31040 -0.0010
H 3.80918 -0.10306 -1.85908 0.0003
C 1.92276 -2.77396 2.74026 -0.0174
O 1.29349 -1.57682 2.28162 0.0118
C 0.97147 -1.42812 0.95354 -0.3229
C 0.35550 -2.63907 0.29984 -0.0063
H 1.23784 -3.62300 2.71018 0.0000
H 2.21955 -2.58343 3.76812 0.0012
H 2.80988 -2.98546 2.14118 -0.0016
H 1.11619 -3.41393 0.17697 -0.0051
H -0.04248 -2.37536 -0.67717 -0.0004
H -0.45988 -3.02257 0.91080 -0.0012
Cl 0.87945 -2.63667 -3.71187 -0.0001
C 0.65452 -1.30108 -4.79801 0.0002
C 1.60584 -1.13880 -5.79502 0.0001
C 1.56392 -0.03694 -6.62650 -0.0001
C 0.56721 0.91182 -6.46303 -0.0001
C -0.39610 0.72768 -5.49440 0.0000
Cl -1.63253 1.91728 -5.30801 0.0000
C -0.40129 -0.38745 -4.63394 0.0002
N -1.37498 -0.44315 -3.64400 -0.0016
C -2.09746 -1.55316 -3.24164 0.0002
C -2.04416 -2.72913 -3.99713 -0.0002
C -2.69336 -3.87527 -3.58372 -0.0001
C -3.46500 -3.85829 -2.43670 -0.0002
C -3.61143 -2.67128 -1.74135 0.0012
C -2.94991 -1.50873 -2.11743 0.0000
C -3.19945 -0.25689 -1.28663 -0.0084
C -2.07025 0.12943 -0.35626 -0.0066
O -1.80735 1.40440 -0.23217 -0.0120
O -1.46007 -0.71047 0.29388 0.0053
H 2.39674 -1.87079 -5.88543 0.0000
H 2.32005 0.09462 -7.38774 0.0000
H 0.53592 1.79451 -7.08507 0.0000
H -1.66284 0.46437 -3.31113 -0.0004
H -1.49103 -2.73007 -4.92531 0.0000
H -2.59940 -4.78200 -4.16654 0.0000
H -3.97415 -4.75249 -2.10376 0.0000
H -4.26681 -2.63528 -0.87925 0.0000
H -4.03977 -0.48213 -0.62665 0.0010
H -3.46810 0.60544 -1.89851 0.0000

***

Model b:
85
Properties=species:S:1:pos:R:3:mulliken_spin:R:1 method="wB97M-V/def2-TZVPD" homo_energy_ev="-7.610 / -7.360" spin_multiplicity=2 gap_ev="7.27 / 7.06"
Mn -1.33403 0.11539 0.32848 1.2938
C -2.66930 -4.48679 0.78763 0.0001
O -1.28835 -4.51897 0.41755 -0.0001
C -0.48243 -3.89951 1.33291 0.0007
C 0.33307 -4.65492 2.12554 -0.0055
C 1.20537 -4.05806 3.06170 0.0041
C 1.19823 -2.70156 3.19639 -0.0056
C 0.36825 -1.88734 2.38827 0.0073
C 0.46004 -0.48102 2.54652 -0.0159
N -0.23600 0.38393 1.89226 -0.0282
N 0.16174 1.70225 2.14089 -0.0013
C -0.44245 2.54819 1.43743 0.0177
O -1.50044 2.13047 0.61266 -0.0351
C -0.20841 3.99360 1.47213 0.0107
C 0.93045 4.49755 2.09963 0.0006
C 1.12648 5.86481 2.16867 -0.0004
C 0.19362 6.73415 1.61099 0.0006
C -0.92839 6.23080 0.97096 -0.0011
C -1.13177 4.86081 0.89681 -0.0007
C -0.45331 -2.47093 1.38042 0.0128
O -1.10966 -1.80123 0.51044 0.0429
H -3.20272 -5.11463 0.07519 -0.0001
H -3.06678 -3.47273 0.76798 -0.0004
H -2.80641 -4.89686 1.79107 -0.0001
H 0.29670 -5.73435 2.00952 0.0002
H 1.85958 -4.67427 3.66618 0.0005
H 1.84075 -2.21843 3.92761 -0.0003
H 1.18993 -0.08009 3.24568 -0.0020
H 1.64458 3.80192 2.52464 -0.0004
H 2.01083 6.25867 2.65399 -0.0001
H 0.34294 7.80488 1.67789 0.0001
H -1.64874 6.90655 0.52700 0.0000
H -2.01055 4.46252 0.40284 -0.0046
O -2.32395 2.29908 -1.50827 -0.0673
C -1.41058 2.03900 -0.78968 -0.1198
O -0.91882 -0.37116 -3.21238 0.0015
C -1.84340 -0.88360 -2.63288 -0.0016
C -2.71677 -2.01710 -3.15564 -0.0014
C -3.82524 -2.14242 -2.10578 -0.0007
C -3.33371 -1.22008 -1.03640 -0.0163
O -3.90812 -1.13888 0.10895 -0.0018
N -2.28334 -0.51830 -1.34825 -0.0042
H -2.09709 -2.91342 -3.20601 -0.0003
H -3.06867 -1.79096 -4.15946 -0.0001
H -3.94825 -3.14599 -1.70508 0.0010
H -4.79701 -1.80248 -2.46479 0.0000
C -4.97064 1.25868 0.05450 -0.0016
O -4.08649 0.98320 1.12846 -0.0031
C -3.22763 -0.14241 1.05436 -0.0762
C -3.31501 -0.78865 2.40847 0.0215
H -5.44910 2.20357 0.29991 0.0000
H -5.74087 0.49161 -0.03810 -0.0005
H -4.44537 1.37495 -0.89129 -0.0007
H -4.34356 -1.11615 2.59939 0.0020
H -3.04450 -0.03945 3.15293 -0.0031
H -2.63931 -1.63950 2.49212 -0.0022
Cl 3.54694 -1.07361 0.81608 0.0000
C 2.90823 -1.85290 -0.60308 -0.0011
C 2.02965 -2.89724 -0.37714 0.0009
C 1.50360 -3.62583 -1.42946 -0.0002
C 1.89250 -3.31946 -2.72190 -0.0001
C 2.77483 -2.27924 -2.93950 -0.0005
Cl 3.24119 -1.91523 -4.58078 0.0000
C 3.30312 -1.48663 -1.90571 -0.0007
N 4.18954 -0.45822 -2.23170 0.0000
C 4.28729 0.81487 -1.59830 -0.0001
C 5.50756 1.22360 -1.06805 0.0000
C 5.61634 2.42734 -0.39163 0.0000
C 4.49405 3.23112 -0.22906 -0.0002
C 3.29134 2.84932 -0.79954 -0.0009
C 3.17920 1.66006 -1.51597 0.0013
C 1.89021 1.36164 -2.25703 0.0017
C 0.72554 1.19152 -1.34028 -0.0129
O -0.08198 2.26087 -1.28265 -0.0008
O 0.51523 0.20428 -0.66587 -0.0030
H 1.78131 -3.14934 0.64708 0.0009
H 0.80202 -4.42940 -1.23512 -0.0001
H 1.51197 -3.87450 -3.57024 0.0000
H 4.64853 -0.55648 -3.11700 0.0000
H 6.35954 0.55887 -1.16271 0.0000
H 6.56910 2.72544 0.03038 0.0000
H 4.56149 4.16274 0.32111 0.0000
H 2.42390 3.50220 -0.71397 0.0000
H 1.95155 0.44226 -2.82993 0.0011
H 1.67079 2.17764 -2.94097 -0.0005

***

model b comes first in stability; the runner-up is 0.0349 hartree higher.

***

Model a:
61
Properties=species:S:1:pos:R:3:mulliken_spin:R:1 method="wB97M-V/def2-TZVPD" homo_energy_ev="-10.622 / -14.783" spin_multiplicity=5 gap_ev="5.79 / 5.55" total_charge=+2
P -3.79739 1.94046 -1.53982 0.6037
P 2.10451 -1.55874 -2.49346 -0.0021
C -0.61497 -0.58557 -2.97457 0.4154
C 0.51560 -1.54517 -3.39557 -0.0155
H -1.53947 -0.93654 -3.47414 -0.0062
H -0.79389 -0.69112 -1.89078 0.0352
H 0.11990 -2.56679 -3.27398 0.0100
H 0.75795 -1.39947 -4.45842 0.0024
C 3.00178 -0.19275 -3.21375 0.0127
H 3.86777 0.04303 -2.58316 0.0011
H 2.34383 0.68875 -3.27011 0.0027
H 3.33899 -0.46042 -4.22115 0.0016
C 3.01183 -3.03777 -2.22665 0.0029
H 3.44533 -3.36102 -3.18175 0.0002
H 2.36465 -3.83667 -1.83712 -0.0006
H 3.83196 -2.85913 -1.51729 0.0001
C -4.68762 3.35385 -0.81823 0.0622
H -5.10320 3.00014 0.13560 -0.0003
H -5.48834 3.71595 -1.47256 0.0260
H -3.97922 4.16174 -0.59835 -0.0021
C -5.17651 0.78050 -1.83783 0.0513
H -4.78724 -0.14755 -2.27739 -0.0067
H -5.95484 1.20310 -2.48715 0.0316
H -5.60111 0.53085 -0.85505 0.0018
Pt -0.80237 1.49553 -3.47759 0.8851
C -1.40093 1.00496 -5.37406 0.2055
C -0.31074 1.95602 -5.39918 0.4951
C -0.57675 3.42332 -5.66235 0.0273
C -1.69775 3.98321 -4.77276 0.0362
C -1.93278 3.15320 -3.50342 0.2215
C -3.31798 2.53926 -3.37622 0.2573
C -3.72608 1.50421 -4.44295 0.0648
C -2.83767 1.39324 -5.69532 -0.0058
C -0.60047 1.82733 -1.41920 0.3746
H -1.13493 -0.03052 -5.62419 0.0046
H 0.65257 1.55007 -5.73414 0.0158
H -0.78724 3.57151 -6.73063 0.0360
H 0.33739 3.99698 -5.44538 0.0072
H -1.39851 4.98756 -4.45523 0.0163
H -2.63223 4.12218 -5.32035 0.0052
H -1.71122 3.80272 -2.64597 -0.0074
H -4.04921 3.36161 -3.39466 0.0341
H -4.74604 1.73057 -4.78657 -0.0015
H -3.78252 0.49746 -4.00787 0.0208
H -3.24952 0.57432 -6.30293 0.0038
H -2.88652 2.29696 -6.32436 0.0140
H -1.17615 1.08329 -0.85162 0.0014
H -0.88386 2.84750 -1.13196 0.0035
H 0.48357 1.67893 -1.27462 0.0452
F 2.26944 -2.38576 4.21573 0.0000
C 2.10249 -2.03003 2.92955 -0.0002
C 1.36923 -2.85723 2.07540 0.0002
F 0.79210 -3.97967 2.55160 0.0000
C 1.22278 -2.51166 0.74192 0.0001
F 0.45326 -3.27851 -0.08412 0.0002
C 1.82197 -1.34830 0.25938 -0.0004
O 1.70705 -0.94078 -1.06230 0.0127
C 2.47993 -0.48089 1.13409 0.0001
F 2.94034 0.70229 0.66004 -0.0004
C 2.65671 -0.83466 2.46289 -0.0006
F 3.34387 -0.03157 3.29617 0.0000

***

Model b:
61
Properties=species:S:1:pos:R:3:mulliken_spin:R:1 method="wB97M-V/def2-TZVPD" homo_energy_ev="-10.193 / -13.883" spin_multiplicity=5 gap_ev="5.03 / 5.12" total_charge=+2
P 0.70816 -4.90839 -1.95526 0.5784
P -0.70567 4.05358 1.68005 0.0121
C 0.04938 1.68093 0.05348 0.2550
C -1.05655 2.64406 0.51892 -0.0272
H 0.72786 2.20763 -0.63438 0.0056
H 0.65494 1.33494 0.90808 -0.0551
H -1.46055 3.13062 -0.38375 0.0020
H -1.87313 2.06360 0.97763 -0.0067
C -1.99127 5.28900 1.61894 0.0076
H -2.04493 5.80141 2.59107 -0.0022
H -2.96125 4.81322 1.41595 0.0004
H -1.77903 6.02163 0.83171 -0.0005
C 0.92582 4.74423 1.51606 0.0097
H 0.87491 5.59224 0.82003 -0.0008
H 1.63810 4.01038 1.11933 0.0000
H 1.27918 5.10869 2.49210 -0.0013
C -0.03832 -5.39905 -3.55547 0.0033
H -0.45918 -6.39753 -3.37239 0.0184
H 0.71028 -5.45351 -4.35450 0.0102
H -0.85526 -4.71857 -3.82679 0.0051
C 2.45884 -5.22944 -2.40402 0.0000
H 3.13670 -4.60521 -1.81043 0.0002
H 2.64069 -5.09730 -3.47735 0.0160
H 2.63957 -6.27989 -2.12862 0.0180
Pt -0.40697 -0.23440 -0.88015 0.3996
C 0.80204 0.25803 -2.41618 0.0693
C -0.59320 0.26742 -2.81597 0.0432
C -1.29750 -0.82360 -3.60834 0.0153
C -1.81419 -1.92990 -2.66158 -0.0003
C -0.77891 -2.11006 -1.52018 0.0419
C 0.46607 -2.74379 -2.08023 0.1595
C 1.75648 -2.03725 -1.83558 0.0133
C 1.83641 -0.79216 -2.76784 0.0444
C -0.99589 -0.90578 1.00125 0.3037
H 1.22458 1.26985 -2.35471 0.0058
H -0.99390 1.27925 -2.98259 -0.0052
H -0.64840 -1.23063 -4.39676 0.0074
H -2.15829 -0.36117 -4.11006 0.0014
H -2.76718 -1.61265 -2.21745 -0.0023
H -1.99858 -2.87228 -3.19037 -0.0008
H -1.20604 -2.74666 -0.72825 0.0143
H 0.33570 -2.90285 -3.15900 0.0347
H 2.59972 -2.70530 -2.03932 0.0084
H 1.81398 -1.70804 -0.78467 -0.0155
H 2.82587 -0.33120 -2.63433 0.0061
H 1.76208 -1.08277 -3.82676 0.0117
H -0.31607 -1.71411 1.30526 0.0035
H -2.01785 -1.29939 0.91294 0.0010
H -0.96449 -0.09730 1.74090 0.0183
F 0.91151 -0.18296 6.86312 0.0581
C 0.47154 0.66260 5.91358 0.5325
C 1.34425 1.10478 4.91908 0.4013
F 2.62016 0.66597 4.90150 0.0441
C 0.90062 1.99578 3.95382 -0.0182
F 1.79528 2.39861 3.00014 -0.0012
C -0.41028 2.47191 3.97841 0.3993
O -0.91495 3.46108 3.14937 0.0653
C -1.28455 1.99666 4.96526 0.4919
F -2.56374 2.43226 4.95990 0.0359
C -0.85381 1.09982 5.92838 -0.0286
F -1.70080 0.65299 6.87699 -0.0073

***

model a comes first in stability; the runner-up is 0.0432 hartree higher.